No. 1
Here is the ion C4H8F3N2O with charge +1 in a non-equilibrium geometry from OMol25. Energies are from wB97M-V/def2-TZVPD.

```
18
Properties=species:S:1:pos:R:3:forces:R:3
C -0.215748 1.062043 -1.439480 -0.909 2.796 1.708
C 0.193887 0.526289 -0.074590 -1.893 -0.308 1.118
O -0.036642 1.575162 0.808860 0.585 0.440 1.539
C -0.837727 -0.643445 0.495157 3.134 1.090 -2.410
N -0.775982 -1.723583 -0.254761 -1.087 -0.098 0.605
N -1.397392 -0.430433 1.623394 -0.493 -0.515 1.825
C 1.619035 -0.103160 -0.017688 0.407 -2.000 0.514
F 1.931743 -0.751434 -1.155872 -0.298 1.023 -0.444
F 1.794205 -1.130991 0.895066 -0.744 1.547 0.095
F 2.491379 0.836840 0.260308 0.347 0.282 -0.171
H -1.212634 1.680469 -1.281828 2.026 -1.455 -0.333
H -0.395644 0.232580 -2.014834 -0.299 -1.433 -2.374
H 0.549093 1.800814 -1.810072 -0.671 -1.105 0.112
H 0.711708 2.146167 1.064182 -0.056 -0.575 -0.433
H -0.279851 -1.633026 -1.093790 0.871 0.144 -1.267
H -1.211716 -2.629842 -0.196816 -0.449 0.081 0.778
H -1.079660 0.457750 2.130466 -0.868 -1.609 -0.829
H -1.848061 -1.272193 2.062298 0.397 1.695 -0.033
```
Positions in Å, forces in eV/Å.

Computed properties:
Charge ... +1
Gap between HOMO and LUMO ... 12.303 eV
E_LUMO ... -3.5 eV
E_HOMO ... -15.8 eV

No. 2
Here is a structure of composition C4H8F3O5SYb in a non-equilibrium geometry from OMol25. Energies are from wB97M-V/def2-TZVPD.

```
22
Properties=species:S:1:pos:R:3:forces:R:3
O 1.291016 -0.716717 -0.601963 -1.364 0.584 -0.644
O 1.306745 -0.338444 3.070110 1.598 0.690 -2.420
C 0.367359 0.517638 3.536792 -1.182 0.293 1.010
O 0.303395 1.576536 2.526757 1.794 -0.953 -1.530
C -0.491631 2.711571 2.797411 -0.841 1.181 0.327
Yb 2.007854 0.603500 1.302965 -2.566 -1.928 1.557
H 0.624490 1.006781 4.497038 0.051 -0.340 -0.332
H -0.644637 0.072266 3.595384 0.448 0.073 -0.020
H -0.458770 3.356807 1.914277 -0.050 -0.104 0.246
H -1.530403 2.401832 2.980533 0.332 0.086 -0.027
H -0.088071 3.248778 3.668294 -0.186 -0.159 -0.259
S 0.140004 -1.148874 -1.536030 0.370 -1.264 1.405
O -0.940677 -1.873876 -0.916079 1.630 1.051 -0.936
O 0.816853 -1.855832 -2.754527 0.064 1.521 1.839
C -0.551281 0.424063 -2.288864 -0.092 0.068 -0.579
F -1.253687 1.045263 -1.371135 -0.072 0.049 0.526
F 0.447425 1.184839 -2.681662 0.377 0.101 0.019
F -1.313815 0.112046 -3.310388 0.159 -0.293 0.187
C 0.100134 -2.901812 -3.475400 -0.653 -0.838 -0.524
H 0.863164 -3.363246 -4.104414 -0.132 0.105 0.213
H -0.681003 -2.449483 -4.093911 0.194 -0.078 0.194
H -0.314464 -3.613632 -2.755180 0.121 0.152 -0.253
```
Positions in Å, forces in eV/Å.

Computed properties:
Spin multiplicity ... 2
Charge ... +2
Gap between HOMO and LUMO (spin up / spin down) ... 8.498 / 6.653 eV
⟨S²⟩ ... 0.752
E_LUMO (spin up / spin down) ... -9.7 / -11.4 eV
E_HOMO (spin up / spin down) ... -18.2 / -18.1 eV

No. 3
Here is a cluster of 2 separate species, C4H8FI in total in a non-equilibrium geometry from OMol25. Energies are from wB97M-V/def2-TZVPD.

```
14
Properties=species:S:1:pos:R:3:forces:R:3
C -0.709514 1.643569 0.808821 1.745 1.159 0.272
C -2.036707 1.657216 0.734287 0.648 -0.200 0.284
I -3.209264 -0.037153 1.177585 0.226 0.390 -0.174
H -0.135372 2.610910 0.636272 -1.082 -1.070 0.005
H 0.050679 0.866330 1.109078 -1.640 0.354 -0.385
H -2.584286 2.578293 0.504673 0.127 -0.596 0.025
C 1.113798 -1.667297 -0.046354 -1.613 0.199 0.668
C 0.998683 -0.647832 -1.195257 -5.349 -1.298 1.543
F 1.922039 0.275219 -1.195391 2.369 2.108 0.355
H 2.077861 -1.991754 -0.279553 1.640 -1.508 0.360
H 1.093621 -1.346483 1.001896 0.052 0.588 -0.331
H 0.334290 -2.499530 -0.060928 1.109 1.065 -0.622
H -0.066575 -0.124580 -1.193187 2.055 -1.094 -0.369
H 1.150746 -1.316909 -2.001941 -0.289 -0.097 -1.630
```
Positions in Å, forces in eV/Å.

Computed properties:
Gap between HOMO and LUMO ... 9.799 eV
E_LUMO ... 0.5 eV
E_HOMO ... -9.3 eV

Number 1: calculated total energy -17451.326 eV. Number 2: calculated total energy -65013.984 eV. Number 3: calculated total energy -15093.897 eV.